The molecule C4H9N3, computed with ωB97M-V/def2-TZVPD.

Output
**Molar mass**: 99.14 g mol⁻¹
**Energy above the lowest of the compared OMol25 structures with the same formula, charge and spin**: 602.58 kJ/mol
**Calculated total energy**: -8758.2797 eV
**LUMO level**: 0.17 eV
**Gap between HOMO and LUMO**: 9.12 eV
**HOMO level**: -8.96 eV

Atoms and positions in Å:
C -0.067929 -2.050747 -0.336093
C -0.164383 -0.655923 -0.996241
C 0.902359 0.512439 -0.774695
C 0.336227 2.318829 1.752415
H 0.932006 -2.237650 -0.537355
H -0.365004 -2.028699 0.891580
H -0.621174 -2.925075 -0.590655
H 0.315762 -1.074194 -2.111843
H -1.085071 0.267556 0.391496
H -2.007685 -0.951086 -0.577489
H 1.519370 0.651141 -1.691960
H -0.486704 2.589109 2.559885
H 0.847823 3.329378 1.399314
N -1.462860 -0.122918 -0.737597
N 1.062502 1.289510 0.122961
N 0.344760 1.088331 1.236277

Forces on atoms 1 to 3 (eV/Å):
C -0.1 1.8 4.7
C 2.1 -2.1 -2.4
C -0.7 -5.0 -5.5